DFT (ωB97M-V/def2-TZVPD) results for a 3-piece molecular cluster, C2H13N2O2 overall in a non-equilibrium geometry.

Positions of all 19 atoms, in Å:
C  -3.025  -0.121  0.429
N  -2.552  1.215  0.077
C  -1.801  -1.205  0.470
N  -0.742  -0.780  1.332
H  -3.448  -0.149  1.472
H  -3.729  -0.573  -0.267
H  -2.868  1.972  0.729
H  -2.896  1.383  -0.870
H  -2.223  -2.085  0.846
H  -1.616  -1.469  -0.551
H  0.094  -0.669  0.715
H  -0.616  -1.350  2.150
H  -0.915  0.111  1.853
H  6.116  1.701  -1.744
H  4.962  2.610  -2.009
O  5.322  2.133  -1.313
H  2.082  -2.118  -0.843
H  2.394  -0.785  -0.469
O  1.513  -1.342  -0.720

Results
Total charge: +1
HOMO-LUMO gap, eV: 10.3
Energy relative to the best compared isomer or geometry (same formula, charge and spin), eV: 1.927
HOMO, eV: -13.61


DFT (ωB97M-V/def2-TZVPD) results for a 9-piece molecular cluster, C48H102F6N11O12S6 overall in a non-equilibrium geometry.

Positions of all 185 atoms, in Å:
C  -2.831  1.895  -10.447
C  -3.347  1.490  -9.048
C  -2.979  2.555  -7.999
C  -1.510  2.615  -7.584
N  -1.276  3.582  -6.428
C  -1.613  2.850  -5.130
C  -0.317  2.322  -4.499
C  0.793  2.868  -5.392
C  0.178  4.007  -6.180
C  -2.082  4.856  -6.522
H  -3.201  1.264  -11.249
H  -1.743  1.856  -10.361
H  -3.061  2.931  -10.705
H  -2.894  0.531  -8.788
H  -4.423  1.325  -9.023
H  -3.537  2.286  -7.095
H  -3.384  3.513  -8.321
H  -0.840  2.920  -8.386
H  -1.213  1.648  -7.180
H  -2.038  3.611  -4.477
H  -2.320  2.044  -5.301
H  -0.270  2.602  -3.450
H  -0.303  1.233  -4.509
H  1.675  3.134  -4.810
H  1.181  2.233  -6.193
H  0.269  4.940  -5.625
H  0.636  4.209  -7.147
H  -2.006  5.338  -7.493
H  -1.815  5.510  -5.699
H  -3.118  4.546  -6.403
C  1.449  -3.153  5.896
C  2.560  -2.435  6.601
C  2.483  -0.888  6.568
C  2.854  -0.233  5.228
N  2.770  1.287  5.182
C  1.321  1.785  5.027
C  1.399  2.936  4.020
C  2.886  3.202  3.699
C  3.437  1.790  3.927
C  3.422  1.858  6.417
H  1.537  -2.806  4.861
H  0.436  -2.975  6.260
H  1.579  -4.235  5.925
H  3.523  -2.731  6.177
H  2.594  -2.695  7.661
H  3.022  -0.526  7.441
H  1.438  -0.584  6.725
H  2.324  -0.638  4.370
H  3.924  -0.450  5.162
H  0.876  1.834  6.018
H  0.788  0.952  4.570
H  0.754  3.764  4.304
H  0.955  2.546  3.103
H  3.284  3.997  4.328
H  2.976  3.512  2.660
H  4.523  1.703  3.929
H  3.107  1.093  3.153
H  4.393  1.365  6.486
H  2.785  1.659  7.269
H  3.706  2.886  6.203
C  0.650  -4.810  1.052
C  1.731  -4.985  -0.040
C  1.858  -3.668  -0.777
C  2.866  -3.779  -1.921
N  3.113  -2.435  -2.592
C  1.904  -1.552  -2.848
C  2.243  -0.600  -4.014
C  3.550  -1.187  -4.587
C  3.755  -2.575  -3.984
C  4.051  -1.653  -1.692
H  -0.263  -4.596  0.489
H  0.860  -4.015  1.763
H  0.465  -5.744  1.582
H  1.398  -5.833  -0.639
H  2.729  -5.185  0.355
H  2.129  -2.866  -0.101
H  0.925  -3.309  -1.218
H  2.487  -4.436  -2.705
H  3.883  -4.079  -1.669
H  1.511  -1.059  -1.961
H  1.111  -2.258  -3.101
H  2.458  0.383  -3.598
H  1.343  -0.571  -4.623
H  4.357  -0.507  -4.322
H  3.534  -1.207  -5.676
H  4.767  -2.884  -3.740
H  3.191  -3.311  -4.551
H  4.270  -0.684  -2.136
H  4.978  -2.205  -1.546
H  3.585  -1.542  -0.717
C  -2.091  -3.035  -1.597
C  -2.949  -1.801  -1.398
C  -3.658  -1.731  -0.050
C  -4.858  -2.665  0.115
N  -5.128  -3.036  1.571
C  -3.911  -3.560  2.289
C  -4.515  -4.391  3.472
C  -6.033  -4.397  3.289
C  -6.183  -4.080  1.818
C  -5.538  -1.741  2.258
H  -2.679  -3.955  -1.578
H  -1.381  -3.073  -0.771
H  -1.596  -2.950  -2.564
H  -3.634  -1.604  -2.235
H  -2.298  -0.924  -1.467
H  -3.990  -0.729  0.229
H  -2.886  -1.990  0.678
H  -4.620  -3.637  -0.330
H  -5.841  -2.433  -0.294
H  -3.301  -2.757  2.685
H  -3.261  -4.119  1.618
H  -4.208  -3.992  4.434
H  -4.168  -5.420  3.383
H  -6.505  -3.700  3.979
H  -6.404  -5.388  3.541
H  -7.161  -3.743  1.478
H  -5.905  -4.927  1.187
H  -4.642  -1.126  2.205
H  -5.850  -1.908  3.281
H  -6.304  -1.215  1.689
C  7.088  0.760  0.634
C  5.688  0.839  1.277
N  5.215  2.214  1.126
C  5.782  3.333  1.691
C  5.156  4.396  1.113
N  4.222  3.885  0.209
C  4.291  2.552  0.237
C  3.582  4.692  -0.827
H  7.561  -0.217  0.601
H  7.724  1.481  1.147
H  6.973  1.128  -0.391
H  5.780  0.538  2.320
H  4.999  0.133  0.815
H  6.545  3.195  2.438
H  5.164  5.472  1.138
H  3.838  1.884  -0.474
H  2.564  4.965  -0.553
H  3.394  4.074  -1.707
H  4.280  5.471  -1.113
C  -7.354  2.280  2.482
C  -7.639  2.899  1.118
N  -6.608  2.555  0.150
C  -6.702  1.650  -0.878
C  -5.472  1.494  -1.418
N  -4.639  2.399  -0.797
C  -5.344  3.005  0.169
C  -3.210  2.572  -1.072
H  -7.905  2.776  3.275
H  -6.298  2.180  2.736
H  -7.687  1.240  2.414
H  -7.747  3.984  1.155
H  -8.602  2.565  0.734
H  -7.682  1.254  -1.086
H  -5.053  0.865  -2.184
H  -4.953  3.682  0.912
H  -2.848  1.656  -1.527
H  -2.650  2.926  -0.212
H  -3.148  3.347  -1.840
N  -3.309  -0.204  4.316
S  -2.608  0.827  3.425
O  -2.545  0.544  2.004
O  -1.714  1.805  3.980
F  -3.985  1.761  3.375
S  -1.940  -1.071  4.770
O  -1.175  -0.465  5.791
O  -1.283  -1.796  3.734
F  -2.774  -2.201  5.578
N  5.864  -4.047  3.168
S  5.140  -2.932  2.466
O  5.190  -2.933  1.005
O  4.988  -1.636  3.113
F  3.626  -3.466  2.707
S  7.296  -3.137  3.330
O  7.272  -2.334  4.520
O  8.000  -2.627  2.177
F  8.191  -4.358  3.814
N  1.930  0.442  -0.004
S  0.988  -0.312  1.026
O  0.187  -1.353  0.384
O  0.381  0.289  2.174
F  2.207  -1.126  1.658
S  0.659  1.401  -0.552
O  0.336  2.563  0.215
O  -0.406  0.823  -1.343
F  1.527  2.059  -1.763

Results
Total charge: +3
HOMO-LUMO gap, eV: 7.7
Energy relative to the best compared isomer or geometry (same formula, charge and spin), eV: 2.805
HOMO, eV: -13.70


DFT (ωB97M-V/def2-TZVPD) results for a 2-piece molecular cluster, C37H35N4O2P overall in a non-equilibrium geometry.

Positions of all 79 atoms, in Å:
C  4.779  -6.033  0.562
C  3.735  -5.901  1.485
C  2.681  -5.017  1.232
C  2.656  -4.275  0.042
P  1.211  -3.277  -0.436
C  -0.161  -4.434  -0.099
C  -1.213  -4.146  0.775
C  -2.257  -5.063  0.934
C  -2.268  -6.257  0.213
C  -1.214  -6.551  -0.657
C  -0.163  -5.647  -0.806
C  0.936  -1.811  0.498
C  1.825  -0.748  0.370
N  2.545  0.186  0.277
O  1.301  -2.985  -1.908
C  3.729  -4.373  -0.857
C  4.773  -5.267  -0.610
H  5.599  -6.727  0.755
H  3.730  -6.490  2.405
H  1.867  -4.916  1.951
H  -1.228  -3.213  1.336
H  -3.062  -4.833  1.635
H  -3.093  -6.963  0.329
H  -1.198  -7.486  -1.217
H  0.670  -5.884  -1.472
H  0.144  -1.745  1.243
H  3.725  -3.768  -1.764
H  5.576  -5.364  -1.342
C  -2.408  6.148  0.866
N  -1.491  5.123  0.434
C  -0.150  5.374  0.326
O  0.391  6.454  0.547
C  0.524  4.074  -0.111
C  1.590  3.605  0.896
C  2.721  4.596  1.057
C  3.074  5.064  2.328
C  4.078  6.025  2.459
C  4.752  6.493  1.323
C  4.412  6.004  0.055
C  3.411  5.038  -0.076
N  -0.609  3.149  -0.195
C  -0.406  1.876  -0.576
C  -1.393  0.903  -0.688
C  -1.138  -0.390  -1.135
C  -2.168  -1.336  -1.440
C  -1.848  -2.537  -2.122
C  -2.801  -3.505  -2.359
C  -4.129  -3.290  -1.962
C  -5.115  -4.311  -2.133
N  -5.940  -5.136  -2.224
C  -4.494  -2.063  -1.388
C  -3.530  -1.113  -1.092
C  -1.910  3.758  0.139
C  -2.558  3.114  1.373
C  -2.889  3.774  -1.042
H  -1.856  7.065  1.074
H  -3.159  6.364  0.100
H  -2.939  5.842  1.773
H  0.982  4.222  -1.114
H  1.092  3.463  1.872
H  1.993  2.628  0.573
H  2.526  4.680  3.194
H  4.323  6.409  3.450
H  5.542  7.236  1.432
H  4.914  6.380  -0.838
H  3.136  4.629  -1.053
H  0.632  1.621  -0.822
H  -2.421  1.185  -0.455
H  -0.106  -0.682  -1.335
H  -0.813  -2.692  -2.442
H  -2.516  -4.444  -2.836
H  -5.544  -1.869  -1.158
H  -3.825  -0.188  -0.590
H  -1.931  3.267  2.261
H  -3.536  3.575  1.555
H  -2.702  2.042  1.226
H  -2.557  4.513  -1.783
H  -2.942  2.798  -1.523
H  -3.891  4.050  -0.693

Results
Total charge: 0
HOMO-LUMO gap, eV: 4.9
Energy relative to the best compared isomer or geometry (same formula, charge and spin), eV: 1.279
HOMO, eV: -7.01


DFT (ωB97M-V/def2-TZVPD) results for a 5-piece molecular cluster, CH12N2O4 overall in a non-equilibrium geometry.

Positions of all 19 atoms, in Å:
H  -0.767  -0.372  2.465
N  -0.761  0.187  1.740
C  -1.379  1.308  1.493
N  -1.194  1.837  0.186
H  -2.016  1.787  2.222
H  -0.508  1.311  -0.221
H  -1.885  2.260  -0.248
O  0.872  0.498  -4.096
H  0.542  0.866  -3.184
H  0.309  -0.304  -4.068
O  -0.653  -3.397  0.472
H  -0.713  -3.871  1.427
H  -1.112  -3.955  -0.151
O  0.846  0.212  -1.146
H  0.568  -0.435  -0.402
H  1.742  0.377  -1.163
O  2.416  0.728  1.507
H  2.140  0.037  2.135
H  1.552  0.927  1.033

Results
Total charge: 0
HOMO-LUMO gap, eV: 10.0
Energy relative to the best compared isomer or geometry (same formula, charge and spin), eV: 2.624
SMILES: [H]/N=C/N.O.O.O.O
HOMO, eV: -9.52


DFT (ωB97M-V/def2-TZVPD) results for a 6-piece molecular cluster, C48H111F6N4O2P3 overall in a non-equilibrium geometry.

Positions of all 174 atoms, in Å:
C  1.966  0.233  3.116
N  2.833  0.360  1.926
C  4.300  0.727  2.255
C  2.897  -1.042  1.175
C  2.234  1.348  0.869
C  1.770  2.727  1.429
O  2.851  3.450  1.876
H  0.970  -0.114  2.843
H  1.962  1.142  3.717
H  2.361  -0.549  3.765
H  4.949  0.692  1.381
H  4.709  0.012  2.969
H  4.388  1.765  2.575
H  3.320  -0.903  0.180
H  1.896  -1.413  0.956
H  3.367  -1.725  1.883
H  1.314  0.801  0.660
H  2.698  1.460  -0.111
H  1.049  2.589  2.234
H  1.345  3.388  0.673
H  2.526  4.307  2.160
C  -4.047  0.099  -2.719
N  -3.877  -1.348  -3.260
C  -4.234  -1.322  -4.725
C  -2.366  -1.715  -3.107
C  -4.716  -2.394  -2.470
C  -6.259  -2.155  -2.138
O  -6.967  -1.717  -3.171
H  -3.471  0.703  -3.421
H  -3.520  0.159  -1.767
H  -5.059  0.488  -2.605
H  -3.563  -0.605  -5.197
H  -5.240  -0.911  -4.813
H  -4.310  -2.332  -5.128
H  -1.800  -0.949  -3.637
H  -2.100  -2.705  -3.477
H  -1.891  -1.799  -2.130
H  -4.250  -2.490  -1.489
H  -4.631  -3.400  -2.883
H  -6.319  -1.467  -1.295
H  -6.783  -3.027  -1.747
H  -7.884  -1.933  -2.989
C  -5.129  8.901  0.443
C  -5.335  7.387  0.882
N  -4.078  6.645  0.767
C  -2.863  7.139  1.241
C  -1.934  6.264  0.739
N  -2.515  5.256  0.045
C  -3.881  5.488  -0.005
C  -1.892  4.094  -0.563
H  -4.767  8.952  -0.584
H  -4.544  9.569  1.075
H  -6.149  9.278  0.522
H  -6.127  6.929  0.290
H  -5.676  7.457  1.914
H  -2.680  8.022  1.835
H  -0.856  6.201  0.780
H  -4.595  4.914  -0.576
H  -2.344  3.775  -1.502
H  -2.071  3.216  0.058
H  -0.832  4.349  -0.541
C  -3.918  -4.512  1.616
C  -2.464  -4.166  1.692
C  -1.986  -3.447  2.898
C  -1.810  -4.260  4.152
P  -1.860  -3.249  5.698
C  -1.203  -4.138  7.254
C  -1.918  -5.549  7.409
C  -0.990  -6.674  7.847
C  -0.211  -6.414  9.081
C  -0.843  -1.690  5.440
C  -0.869  -0.624  6.557
C  -0.612  0.798  6.140
C  -1.599  1.390  5.155
C  -3.532  -2.618  6.137
C  -4.055  -1.568  5.108
C  -5.211  -0.650  5.599
C  -6.511  -1.317  5.989
H  -4.211  -4.706  0.584
H  -4.445  -3.660  2.046
H  -4.210  -5.402  2.173
H  -2.215  -3.504  0.862
H  -1.923  -5.095  1.513
H  -2.628  -2.616  3.190
H  -1.068  -2.913  2.655
H  -0.799  -4.640  4.006
H  -2.595  -5.002  4.298
H  -1.312  -3.494  8.127
H  -0.138  -4.232  7.042
H  -2.372  -5.968  6.511
H  -2.760  -5.416  8.088
H  -0.362  -6.928  6.992
H  -1.600  -7.566  7.988
H  0.209  -7.348  9.455
H  -0.878  -6.146  9.899
H  0.531  -5.632  8.920
H  -1.240  -1.301  4.502
H  0.200  -1.944  5.250
H  -0.123  -0.971  7.272
H  -1.814  -0.551  7.095
H  0.389  0.927  5.728
H  -0.677  1.296  7.107
H  -2.635  1.212  5.443
H  -1.418  1.044  4.138
H  -1.383  2.445  4.990
H  -3.334  -2.037  7.038
H  -4.272  -3.394  6.335
H  -4.437  -2.061  4.214
H  -3.337  -0.885  4.656
H  -5.338  -0.026  4.715
H  -4.725  -0.048  6.367
H  -6.480  -1.646  7.028
H  -6.653  -2.128  5.275
H  -7.273  -0.538  6.005
C  1.479  2.649  -2.768
C  1.668  1.057  -2.815
C  2.377  0.598  -4.055
C  3.882  0.999  -3.993
P  4.701  0.453  -5.485
C  4.607  -1.310  -5.598
C  5.280  -1.900  -6.905
C  5.914  -3.285  -6.850
C  4.890  -4.439  -7.041
C  3.725  1.123  -6.953
C  3.853  2.549  -7.369
C  3.156  3.473  -6.411
C  3.344  4.931  -6.975
C  6.424  0.986  -5.570
C  7.376  0.302  -4.519
C  7.333  0.879  -3.081
C  8.270  2.108  -2.931
H  0.841  3.006  -1.959
H  1.203  3.168  -3.685
H  2.513  2.953  -2.605
H  2.060  0.695  -1.865
H  0.674  0.613  -2.763
H  2.202  -0.476  -4.121
H  1.870  1.032  -4.916
H  4.058  2.069  -3.886
H  4.381  0.348  -3.276
H  5.071  -1.779  -4.730
H  3.597  -1.658  -5.385
H  4.637  -1.815  -7.781
H  6.121  -1.254  -7.156
H  6.470  -3.292  -7.787
H  6.596  -3.539  -6.038
H  4.198  -4.163  -7.837
H  4.452  -4.690  -6.074
H  5.382  -5.348  -7.387
H  2.665  0.874  -6.927
H  4.131  0.511  -7.758
H  3.477  2.665  -8.385
H  4.899  2.849  -7.433
H  3.666  3.535  -5.449
H  2.098  3.260  -6.258
H  4.394  5.185  -7.114
H  3.029  5.710  -6.281
H  2.838  5.034  -7.935
H  6.420  2.073  -5.487
H  6.737  0.758  -6.589
H  8.440  0.290  -4.756
H  7.166  -0.738  -4.268
H  7.819  0.119  -2.470
H  6.367  1.120  -2.638
H  8.487  2.324  -1.884
H  7.870  3.016  -3.383
H  9.247  1.943  -3.384
P  -1.669  -0.087  0.647
F  -2.527  -0.338  2.021
F  -2.477  -1.169  -0.193
F  -2.706  1.111  0.192
F  -0.758  0.337  -0.693
F  -0.908  1.041  1.528
F  -0.536  -1.177  1.012

Results
Total charge: +3
Expectation value of S²: 0.756
HOMO-LUMO gap (alpha / beta), eV: 2.2 / 6.5
2S+1: 2
HOMO (alpha / beta), eV: -7.90 / -12.11


DFT (ωB97M-V/def2-TZVPD) results for C5H5AgO6 as an isolated structure in a non-equilibrium geometry.

Positions of all 17 atoms, in Å:
C  -4.148  -0.281  0.081
C  -2.783  -0.032  0.762
O  -2.273  -0.930  1.427
O  -4.942  0.612  0.023
H  -4.367  -1.341  -0.157
H  -2.580  1.024  1.014
C  1.401  -0.375  -0.292
C  2.001  1.083  0.033
O  2.961  1.193  -0.980
C  3.286  0.005  -1.507
O  2.380  -0.928  -1.110
O  4.294  -0.243  -2.080
O  1.096  -1.094  0.723
H  2.451  1.041  1.032
H  1.237  1.859  -0.058
Ag  -0.414  -1.474  2.010
H  0.400  -0.121  -0.920

Results
Total charge: +2
Expectation value of S²: 2.018
HOMO-LUMO gap (alpha / beta), eV: 5.3 / 2.5
Energy relative to the best compared isomer or geometry (same formula, charge and spin), eV: 2.623
2S+1: 3
HOMO (alpha / beta), eV: -17.34 / -17.24